A molecular structure, C32H27KN3O2Si at a distorted geometry, computed with ωB97M-V with the def2-TZVPD basis set.

Results
HOMO level	-4.486	eV
net charge	-1
frontier orbital gap	6.8	eV
total energy	-2439.90633	Eh

Cartesian coordinates (Å):
K -12.10 -15.83 6.62
C -14.57 -20.30 7.77
C -13.63 -19.17 7.86
N -13.17 -18.63 6.72
N -13.68 -19.10 5.66
C -13.58 -18.26 4.58
O -13.04 -17.14 4.59
C -13.99 -18.83 3.27
C -13.95 -18.01 2.17
C -14.26 -18.54 0.93
C -14.74 -19.82 0.79
C -14.81 -20.65 1.93
C -14.44 -20.16 3.15
C -13.16 -18.55 9.09
C -13.41 -19.02 10.45
C -12.70 -18.48 11.49
C -11.73 -17.48 11.30
C -11.68 -16.94 10.03
N -12.29 -17.49 8.93
H -15.57 -19.89 7.49
H -14.64 -20.92 8.68
H -14.20 -20.88 6.92
H -13.68 -16.95 2.34
H -14.07 -17.87 0.11
H -15.02 -20.16 -0.19
H -15.19 -21.69 1.81
H -14.39 -20.72 4.08
H -14.09 -19.86 10.62
H -12.90 -18.91 12.49
H -11.08 -17.10 12.08
H -11.13 -16.05 9.72
O -10.32 -13.99 5.99
Si -9.69 -12.83 6.81
C -10.81 -12.29 8.33
C -10.30 -11.47 9.36
C -11.21 -10.96 10.32
C -12.56 -11.30 10.30
C -12.99 -12.13 9.29
C -12.21 -12.55 8.27
C -7.94 -13.05 7.54
C -6.94 -12.12 7.72
C -5.69 -12.50 8.17
C -5.45 -13.81 8.59
C -6.45 -14.75 8.38
C -7.71 -14.38 7.91
C -9.65 -11.23 5.76
C -10.40 -10.15 6.06
C -10.34 -8.97 5.25
C -9.57 -8.98 4.12
C -8.92 -10.17 3.75
C -8.90 -11.30 4.57
H -9.22 -11.30 9.58
H -10.80 -10.30 11.08
H -13.20 -11.13 11.18
H -14.05 -12.51 9.28
H -12.71 -12.96 7.38
H -7.08 -11.06 7.44
H -4.87 -11.78 8.20
H -4.45 -14.08 8.98
H -6.34 -15.78 8.76
H -8.49 -15.05 7.74
H -11.13 -10.21 6.85
H -10.94 -8.12 5.58
H -9.57 -8.06 3.49
H -8.52 -10.32 2.75
H -8.35 -12.22 4.23

A molecular structure, C32H28BCrFN2O8Se at a distorted geometry, computed with ωB97M-V with the def2-TZVPD basis set.

Results
spin multiplicity	4
HOMO level (spin up / spin down)	-4.744 / -4.907	eV
net charge	-1
frontier orbital gap (spin up / spin down)	6.8 / 7.0	eV
total energy	-5518.59219	Eh
⟨S²⟩	3.810

Cartesian coordinates (Å):
Cr 0.00 0.22 0.40
C 1.47 6.34 -3.60
C 0.49 6.68 -2.49
C 0.98 7.87 -1.67
C -0.03 8.23 -0.60
C -0.33 7.03 0.26
C -0.73 7.18 1.57
C -0.99 6.06 2.35
F -1.38 6.25 3.63
C -0.86 4.80 1.86
C -0.45 4.62 0.54
C -0.31 3.25 0.03
O -0.54 2.31 0.79
C 0.09 3.14 -1.34
C 0.33 4.27 -2.05
N 0.25 5.53 -1.58
C -0.18 5.73 -0.26
C 0.25 1.84 -2.12
O 0.43 1.92 -3.33
O 0.14 0.74 -1.46
H 1.74 7.26 -4.11
H 1.06 5.65 -4.34
H 2.38 5.90 -3.18
H -0.47 6.96 -2.94
H 1.15 8.70 -2.35
H 1.94 7.60 -1.21
H -0.95 8.58 -1.08
H 0.33 9.05 0.02
H -0.84 8.17 2.00
H -1.05 3.92 2.47
H 0.61 4.14 -3.08
C 1.60 -8.64 -1.27
C 2.26 -7.28 -1.49
C 3.63 -7.29 -0.80
C 2.47 -7.09 -3.00
C 1.41 -6.13 -0.94
C 0.17 -6.34 -0.35
C -0.61 -5.28 0.15
C -0.09 -4.01 0.03
O -0.63 -2.82 0.42
B 0.32 -1.81 0.06
O 1.41 -2.46 -0.56
C 1.14 -3.79 -0.56
C 1.90 -4.82 -1.05
H 2.25 -9.43 -1.67
H 0.64 -8.72 -1.78
H 1.45 -8.85 -0.21
H 4.24 -8.12 -1.18
H 3.51 -7.42 0.28
H 4.17 -6.36 -0.96
H 3.07 -7.91 -3.41
H 2.98 -6.15 -3.22
H 1.51 -7.08 -3.52
H -0.22 -7.34 -0.25
H -1.57 -5.45 0.61
H 2.86 -4.60 -1.51
Se 2.39 0.84 0.48
C 3.31 0.40 2.01
N 3.96 0.14 2.93
O -1.77 -2.30 3.89
C -2.95 -1.69 3.66
C -4.09 -1.98 4.41
C -5.29 -1.35 4.13
C -5.38 -0.43 3.09
C -4.25 -0.16 2.34
C -3.03 -0.76 2.61
C -1.86 -0.41 1.77
O -0.69 -0.31 2.26
O -2.03 -0.15 0.54
H -1.88 -2.93 4.62
H -4.02 -2.71 5.21
H -6.17 -1.58 4.73
H -6.32 0.06 2.87
H -4.29 0.54 1.51

In the order shown, the computed relative energy (zero: lowest compared OMol25 entry of this formula, charge and spin) values come out to 12.9 14.8 kJ/mol.